Record 1
Molecular formula: C24H64CuF2NO30S10V
Method: DFT, wB97M-V/def2-TZVPD

```
133
Properties=species:S:1:pos:R:3:mulliken_spin:R:1
O -6.47 7.95 1.34 0.00
H -2.15 -9.83 4.05 0.00
H -6.29 3.04 -7.05 0.00
O 4.55 -11.67 -4.45 0.00
H 5.36 -7.68 -4.51 0.00
O 4.14 -9.28 -4.16 0.00
H -5.40 12.01 3.90 0.00
S -7.60 -10.23 -1.75 0.00
O 3.60 2.19 -4.61 0.00
H 6.47 1.82 -7.78 0.00
O 4.52 6.19 1.33 0.00
V -7.11 -0.91 1.63 0.00
O -6.24 1.95 -4.49 0.00
Cu -0.42 4.79 -1.08 0.00
S 0.11 0.62 2.55 -0.11
H 5.17 -0.62 -4.79 0.00
S -0.30 -0.74 0.70 -0.03
O 6.22 6.93 3.12 0.00
H -4.31 12.23 2.59 0.00
H 4.13 -7.75 -6.55 0.00
C 5.19 7.44 9.76 0.00
C 6.78 -10.19 -4.20 0.00
H -5.15 -8.76 4.90 0.00
H -3.53 2.11 -7.78 0.00
H 7.37 3.69 3.43 0.00
H -8.07 -8.03 -0.72 0.00
H -1.79 0.47 -7.89 0.00
H 6.35 7.36 -0.42 0.00
H -0.16 -9.93 2.40 0.00
H -6.50 8.44 4.51 0.00
H -3.64 -8.67 5.93 0.00
C 5.51 0.25 -4.23 0.00
O 1.45 0.24 3.02 0.35
H -4.77 -7.55 6.20 0.00
O 6.77 5.05 1.43 0.00
C -7.86 -9.03 -0.34 0.00
C 4.31 -7.93 -4.39 0.00
C 6.77 7.58 0.56 0.00
H 0.31 7.95 10.23 0.00
H 5.10 0.21 -9.07 0.00
C 0.58 7.43 9.31 0.00
O -4.48 1.22 -6.16 0.00
O -6.16 0.33 1.44 0.00
H -6.91 -8.93 0.20 0.00
H 6.60 0.22 -4.18 0.00
C -4.39 -8.13 5.35 0.00
H 7.56 -10.75 -4.73 0.00
C 8.16 4.93 1.84 0.00
C -1.15 -9.51 2.21 0.00
C -5.88 10.73 2.19 0.00
C 3.62 -7.41 -5.65 0.00
H -6.10 4.44 -5.98 0.00
H 7.85 7.44 0.60 0.00
H -4.81 4.12 -7.03 0.00
O 4.85 1.09 -6.59 0.00
C -2.74 0.21 -7.44 0.00
C 5.79 -0.10 -8.28 0.00
H 5.15 0.34 -3.20 0.00
C -6.54 -8.13 -3.02 0.00
H -1.14 -8.46 4.12 0.00
H -1.83 -10.17 1.68 0.00
H 0.12 6.44 9.29 0.00
O 4.36 8.37 12.12 0.00
H -5.51 -6.19 -2.93 0.00
C 8.19 4.40 3.28 0.00
O -3.86 2.92 -4.33 0.00
O -2.22 -6.44 4.78 0.00
C 2.14 7.34 9.20 0.00
H -2.61 2.15 -6.34 0.00
C -6.01 7.58 4.05 0.00
N 0.01 0.96 1.03 0.52
O -6.31 -9.37 -2.45 0.00
H 5.07 7.46 8.68 0.00
H -4.47 -7.59 -2.86 0.00
H 6.50 8.58 0.91 0.00
H -5.32 -7.11 -1.42 0.00
H -7.51 -7.69 -2.82 0.00
O -7.15 -11.48 -1.13 0.00
H 5.16 6.44 10.19 0.00
O -4.13 7.50 2.11 0.00
S -5.44 8.12 2.38 0.00
O 2.65 7.47 10.51 0.00
H 6.89 0.70 -6.61 0.00
S -5.00 2.42 -5.12 0.00
H 4.04 -7.30 -3.54 0.00
O -5.11 9.71 2.66 0.00
S 3.98 8.43 10.72 0.00
H 2.54 -7.58 -5.59 0.00
H -5.94 12.87 2.47 0.00
H 6.80 -10.56 -3.18 0.00
S -3.44 -7.00 4.22 0.00
C 6.06 0.94 -7.28 0.00
F 0.02 2.18 3.09 0.00
H -5.92 10.65 1.11 0.00
C -1.89 -8.94 3.48 0.00
H 8.80 5.81 1.78 0.00
H 3.67 -6.32 -5.62 0.00
H -8.68 -9.45 0.25 0.00
O 5.99 2.80 -5.14 0.00
H 5.41 -1.04 -7.89 0.00
S 5.94 6.48 1.73 0.00
H 2.53 6.43 8.75 0.00
C -3.27 1.50 -6.91 0.00
C -5.58 3.61 -6.45 0.00
F -0.26 -0.74 -0.88 0.00
O -1.71 -1.15 0.85 0.05
O -8.75 -10.11 -2.64 0.00
H -6.73 6.79 3.86 0.00
O 0.78 -1.67 0.86 0.02
O -4.37 -6.07 3.56 0.00
C -5.35 12.02 2.81 0.00
H -6.49 -8.22 -4.10 0.00
H -5.24 7.22 4.73 0.00
H 8.67 4.24 1.16 0.00
H 8.05 5.28 3.91 0.00
O -7.51 -1.63 0.27 0.00
H 2.48 8.20 8.61 0.00
O -2.98 -8.13 3.09 0.00
H 6.16 7.84 10.04 0.00
H 0.09 7.82 8.41 0.00
H -2.53 -0.48 -6.62 0.00
O 5.08 -10.03 -6.40 0.00
H 9.09 3.94 3.69 0.00
H 6.71 -0.33 -8.82 0.00
O 3.77 9.71 10.00 0.00
H -1.04 -8.70 1.48 0.00
H 6.89 -9.11 -4.13 0.00
H -6.92 10.61 2.51 0.00
S 5.09 -10.42 -4.95 0.00
O -1.04 0.00 3.28 0.21
H -3.41 -0.23 -8.18 0.00
S 4.91 1.79 -5.08 0.00
C -5.42 -7.20 -2.51 0.00
```

Calculated values
- Strongest force on any atom: 9.93 eV/A
- E: -272919.227 eV
- LUMO (alpha / beta): -9.8 / -10.1 eV
- Total charge: +2
- Multiplicity: 2

=====

Record 2
Molecular formula: C24H64O24S8
Method: DFT, wB97M-V/def2-TZVPD

```
120
Properties=species:S:1:pos:R:3:lowdin_charge:R:1
O -19.43 -27.21 14.92 -0.30
C -23.08 -33.95 7.40 -0.17
H -16.40 -28.71 13.69 0.06
H -18.90 -36.10 7.60 0.10
O -22.52 -30.07 10.70 -0.36
O -22.59 -33.77 11.64 -0.35
H -19.86 -35.62 6.25 0.11
C -23.11 -28.76 12.36 -0.21
C -23.15 -32.56 10.00 -0.23
H -19.65 -28.35 9.81 0.10
C -24.98 -35.44 11.26 -0.26
H -16.56 -27.05 14.14 0.06
C -19.83 -31.29 13.08 -0.08
H -24.71 -29.23 3.66 0.10
O -20.57 -33.25 7.40 -0.32
H -22.80 -32.62 8.97 0.04
C -25.95 -35.21 8.68 -0.10
C -19.26 -24.77 14.04 -0.19
C -19.81 -35.55 7.33 -0.14
O -23.40 -28.04 13.58 -0.24
H -18.89 -25.90 15.95 0.07
H -20.89 -26.08 11.34 0.11
H -24.40 -29.65 7.90 -0.11
H -18.90 -24.13 16.10 0.08
H -20.33 -24.92 14.18 0.13
S -18.70 -28.10 14.05 0.75
H -22.30 -28.29 11.80 0.10
H -20.06 -30.42 12.46 0.03
H -25.35 -35.83 9.35 0.03
H -21.03 -30.84 9.60 -0.07
H -24.34 -36.33 11.18 0.14
O -25.59 -32.94 10.10 -0.33
O -18.75 -28.04 12.62 -0.45
H -17.78 -30.77 13.12 0.12
H -18.76 -31.47 7.33 0.08
C -22.67 -30.13 12.90 -0.06
O -23.66 -33.97 8.73 -0.40
H -26.65 -36.50 12.01 0.10
H -19.41 -30.19 8.56 0.06
O -24.75 -34.89 12.62 -0.24
C -16.86 -28.06 14.43 -0.05
H -26.40 -36.71 10.33 0.08
O -27.05 -29.60 6.95 -0.29
H -23.45 -30.63 13.47 0.08
H -27.02 -35.25 8.87 0.09
H -23.96 -28.47 6.66 0.07
H -18.88 -23.90 13.49 0.12
C -19.59 -34.17 7.88 -0.25
O -25.85 -30.48 4.92 -0.29
H -27.07 -35.08 10.92 0.09
S -24.37 -26.69 13.49 0.67
H -16.72 -28.46 15.43 0.07
H -22.60 -35.90 7.88 0.12
S -23.61 -33.70 12.76 0.79
H -26.84 -26.78 13.16 0.08
H -19.59 -32.12 12.40 0.09
H -20.57 -36.16 7.83 0.08
O -26.14 -27.99 5.33 -0.32
H -18.56 -33.83 7.75 0.13
H -22.38 -32.55 10.77 0.05
H -21.76 -30.04 13.49 0.07
C -22.01 -35.03 7.59 -0.10
H -24.09 -31.44 12.76 0.01
H -23.89 -30.25 6.24 0.06
C -26.24 -29.91 2.54 -0.07
H -23.79 -34.24 6.63 0.13
H -21.33 -34.70 8.37 0.07
C -24.78 -32.27 12.58 -0.14
H -26.99 -30.69 2.37 0.08
S -23.88 -30.89 10.09 0.96
O -25.62 -32.74 7.63 -0.22
C -19.58 -30.85 7.70 -0.02
H -20.72 -31.48 13.67 0.08
H -20.39 -27.56 12.08 0.05
S -25.28 -33.53 8.81 0.76
H -19.92 -27.37 10.36 0.02
H -24.40 -30.90 3.48 0.11
C -25.22 -30.20 3.65 -0.28
H -25.98 -28.05 12.33 0.06
H -23.84 -33.38 10.21 0.03
C -26.43 -35.94 11.10 -0.08
H -22.34 -30.75 12.06 0.06
H -20.05 -30.37 6.84 0.09
H -21.62 -29.41 8.93 0.13
H -21.36 -35.17 6.73 0.06
H -19.63 -34.16 8.97 0.13
H -25.30 -32.26 11.62 0.01
S -21.01 -31.86 8.28 0.79
C -21.37 -29.85 9.89 -0.23
H -25.56 -32.31 13.34 0.11
S -18.47 -25.96 11.69 0.76
H -24.00 -28.95 11.76 0.10
O -24.18 -26.03 12.18 -0.33
H -26.76 -29.07 2.99 0.07
C -25.99 -27.46 13.25 -0.12
H -25.74 -35.32 7.61 0.08
H -19.58 -29.48 11.24 0.08
H -24.73 -34.75 10.46 0.03
O -24.89 -31.03 11.15 -0.36
H -20.78 -28.30 11.12 0.00
C -24.37 -29.47 6.83 -0.11
H -25.79 -29.48 1.66 0.08
O -19.15 -29.63 14.55 -0.24
H -26.19 -28.30 13.91 0.07
H -17.63 -24.86 15.21 0.08
O -18.70 -24.60 11.21 -0.31
O -24.21 -25.83 14.63 -0.27
C -20.21 -28.99 10.50 -0.08
S -26.00 -29.27 6.02 0.66
O -20.80 -32.18 9.67 -0.28
C -20.12 -26.85 11.30 -0.13
O -22.24 -31.31 7.69 -0.30
H -22.74 -32.94 7.14 0.09
O -17.25 -26.73 11.43 -0.29
O -18.65 -25.90 13.34 -0.43
C -18.59 -30.79 13.85 -0.21
O -23.12 -33.74 14.12 -0.28
H -18.52 -31.64 14.54 0.12
O -24.27 -30.50 8.72 -0.28
C -18.69 -24.97 15.43 -0.08
```

Calculated values
- Strongest force on any atom: 11.78 eV/A
- E: -161709.185 eV
- LUMO: -0.3 eV

=====

Record 3
Molecular formula: C24H64O8
Method: DFT, wB97M-V/def2-TZVPD

```
96
Properties=species:S:1:pos:R:3:lowdin_charge:R:1
H -2.33 1.78 0.68 0.12
H 2.52 2.96 -1.68 0.07
H 0.62 5.37 0.02 0.10
H 2.89 -2.29 4.44 0.15
H -0.63 -3.61 0.99 0.00
H 0.22 -1.53 2.54 0.07
O 0.70 0.50 1.34 -0.04
H 0.04 0.72 -1.42 0.09
H -1.53 -0.11 -1.06 0.09
H 1.36 4.38 -2.44 0.08
H -1.31 -0.23 -3.62 0.08
H -3.03 -0.71 -3.47 0.08
H -1.76 2.27 -0.82 0.00
H 2.32 -3.85 2.35 0.09
H -1.12 1.43 -0.25 0.01
C -1.96 2.56 -3.01 -0.05
H 3.40 3.63 -0.37 0.08
H -1.72 -4.96 0.71 0.10
H 1.61 -1.55 0.58 0.04
H -4.94 3.16 1.36 0.08
H 1.44 0.82 0.81 -0.28
H -4.34 1.82 -3.81 0.15
C -0.67 -2.15 2.67 -0.08
H 3.28 -3.12 1.06 0.11
C 1.05 -3.92 -1.17 -0.07
H -3.81 4.49 1.30 0.07
H 0.79 3.87 1.02 0.09
H -1.14 -2.43 1.73 0.07
H -1.62 -3.35 4.17 0.14
H 0.23 3.21 -3.07 0.09
O 0.35 2.24 -0.94 -0.17
O 0.27 -2.77 4.68 -0.05
H -5.29 4.36 0.13 0.08
H -2.65 0.87 -1.77 0.10
H 1.60 -1.07 2.30 0.09
H 2.78 -0.67 -0.44 0.07
C -2.33 2.66 0.02 -0.08
H -1.30 -1.33 3.01 0.11
C 3.71 -0.94 2.62 -0.01
H 1.19 2.08 -0.51 0.03
C -4.48 3.88 0.68 -0.04
C 0.10 3.60 -1.08 -0.54
C -2.34 0.10 -3.72 -0.01
H 1.64 -4.21 -2.04 0.10
C -0.73 0.50 -0.67 -0.08
H -3.53 3.82 -1.26 0.11
H -0.26 -5.38 3.61 0.09
H 3.97 1.45 0.49 0.14
C -0.98 -4.32 0.23 -0.10
H 1.48 -3.07 1.13 0.02
H -2.43 3.38 -2.47 0.07
H 2.17 2.42 1.18 0.16
H 1.79 -3.75 -0.38 0.06
H 3.54 -0.16 3.36 0.10
H 1.93 4.13 -0.17 0.03
O 2.03 1.59 0.71 0.04
C 3.14 1.52 -0.22 -0.36
H 0.60 -2.96 -1.42 0.05
H -4.38 1.68 -1.76 -0.16
H -0.97 2.61 -2.56 0.03
H -1.16 -4.71 2.26 0.05
C 2.42 -1.74 2.56 -0.40
H 0.78 -1.42 -1.02 0.08
H 4.03 0.07 -1.42 0.10
H 1.08 -2.53 4.23 -0.19
H 0.62 -4.43 2.47 0.05
H 4.02 -0.60 1.63 0.07
C 3.38 2.77 -1.04 -0.02
H -0.84 -4.69 -2.32 0.09
H -2.55 0.55 -4.69 0.07
O 2.10 -2.14 3.91 0.03
O -4.15 1.59 -2.89 0.02
H 4.27 2.63 -1.67 0.11
C -0.35 -4.51 2.96 -0.06
C -3.72 3.14 -0.43 -0.40
H -1.55 -3.64 -0.40 0.10
H -1.68 3.44 0.43 0.10
H -1.92 2.88 -4.05 0.11
C 3.04 0.22 -1.01 0.01
H 0.13 -2.53 0.26 0.02
H 2.36 0.41 -1.84 0.10
O -4.43 1.93 -0.83 -0.06
C 0.87 4.31 0.02 0.00
H -0.98 3.73 -1.07 0.09
H 4.53 -1.58 2.94 0.09
C -0.67 -3.21 3.68 -0.43
C 0.66 -1.60 0.05 -0.12
H 0.52 -5.70 -0.03 0.15
C 0.07 -4.94 -0.67 -0.47
H -0.97 -0.74 1.01 0.10
H -0.33 4.97 -2.61 0.12
C -0.09 -0.34 0.51 -0.36
O -0.64 -5.43 -1.74 -0.02
C 2.41 -2.98 1.69 -0.06
C -2.75 1.30 -2.77 -0.40
C 0.31 4.10 -2.44 -0.06
```

Calculated values
- Strongest force on any atom: 17.62 eV/A
- E: -42286.392 eV
- LUMO: 0.1 eV

=====

Record 4
Molecular formula: C24H64O8
Method: DFT, wB97M-V/def2-TZVPD

```
96
Properties=species:S:1:pos:R:3:lowdin_charge:R:1
H -4.04 10.78 -32.92 0.07
O -9.99 7.77 -41.17 -0.04
H -9.93 3.48 -35.26 0.08
C -5.33 9.02 -36.16 -0.03
H -10.43 5.71 -34.11 0.08
H -6.60 5.28 -35.18 0.09
H -5.09 12.90 -33.14 0.05
H -5.75 12.36 -31.72 0.06
C -5.55 9.18 -40.30 -0.04
C -9.03 3.91 -35.69 -0.04
O -7.98 9.21 -39.95 -0.07
C -7.08 9.08 -42.25 -0.06
H -4.25 12.61 -35.77 0.06
H -5.43 8.11 -40.16 0.08
H -11.91 8.49 -38.46 0.08
H -1.78 15.38 -35.02 0.08
C -7.69 9.87 -35.26 -0.02
C -10.87 7.46 -40.15 -0.55
O -2.70 8.50 -32.93 -0.04
H -10.09 8.50 -38.41 0.05
C -3.19 12.35 -35.85 -0.05
C -4.44 9.92 -32.37 -0.05
C -9.55 6.11 -34.62 -0.07
O -7.40 5.68 -35.54 -0.06
H -8.73 10.00 -35.56 0.08
H -9.67 6.03 -39.38 0.08
H -3.04 14.39 -34.24 0.07
H -2.84 11.89 -34.93 0.07
H -1.96 8.01 -32.56 0.09
H -9.23 8.23 -40.80 0.03
O -7.43 8.36 -37.23 -0.08
H -4.90 13.92 -31.77 0.08
H -8.19 4.80 -33.79 0.14
C -6.82 9.39 -36.47 -0.44
C -2.26 13.61 -36.13 -0.47
H -5.35 9.69 -39.35 0.07
H -3.34 6.73 -37.66 0.08
H -5.01 10.35 -31.55 0.07
H -11.28 6.07 -38.68 0.08
H -4.77 8.57 -36.99 0.06
C -6.89 13.99 -32.77 -0.50
H -10.80 9.54 -39.47 0.07
H -9.21 4.24 -36.71 0.08
H -3.17 11.66 -36.70 0.06
H -7.33 14.62 -31.99 0.13
C -10.73 6.11 -39.62 -0.07
H -3.08 10.15 -30.06 0.09
H -1.71 8.99 -30.49 0.08
C -6.90 9.59 -40.88 -0.45
C -3.36 9.01 -31.83 -0.55
C -2.14 14.36 -34.85 -0.08
H -7.54 15.03 -34.77 0.06
H -6.79 10.19 -37.22 0.12
H -9.28 7.08 -34.22 0.07
H -8.13 9.17 -42.53 0.08
H -7.01 10.67 -40.92 0.14
H -6.43 9.51 -43.01 0.09
H -0.97 3.60 -37.86 0.08
O -2.87 14.47 -37.09 -0.05
H -1.84 4.45 -39.14 0.08
H -8.23 3.17 -35.63 0.07
H -3.90 5.70 -38.99 0.09
H -4.37 3.61 -38.20 0.08
H -2.31 14.32 -37.85 0.08
C -2.98 4.56 -37.36 -0.51
H -6.88 8.01 -42.26 0.09
C -2.46 9.71 -30.84 -0.04
H -10.96 5.34 -40.35 0.08
H -0.99 5.29 -37.87 0.08
H -8.57 13.49 -33.35 0.11
H -9.87 6.34 -35.64 0.08
H -3.86 8.13 -31.41 0.13
H -5.25 8.44 -35.24 0.07
H -4.76 9.48 -40.99 0.08
H -7.65 9.07 -34.51 0.07
H -5.15 9.37 -32.98 0.07
C -8.47 5.07 -34.81 -0.47
C -3.74 5.75 -37.92 -0.07
H -1.29 13.30 -36.50 0.13
C -1.64 4.44 -38.06 -0.07
H -6.32 15.83 -33.83 0.06
H -7.32 7.56 -36.70 0.05
H -4.75 5.74 -37.51 0.07
C -10.98 8.56 -39.03 -0.04
H -7.62 9.35 -39.07 0.05
H -5.94 14.38 -34.84 0.05
H -1.36 13.99 -34.18 0.08
H -2.75 4.73 -36.31 0.13
O -3.70 3.37 -37.56 -0.03
H -7.26 10.84 -35.02 0.07
O -7.75 13.05 -33.13 -0.04
H -11.87 7.47 -40.59 0.12
H -1.86 10.43 -31.39 0.09
H -4.77 9.89 -35.84 0.05
C -6.66 14.84 -34.16 -0.02
C -5.63 13.29 -32.28 -0.04
```

Calculated values
- Strongest force on any atom: 4.94 eV/A
- E: -42303.309 eV
- LUMO: 0.4 eV
- Structure (SMILES): CC(C)O.CC(C)O.CC(C)O.CC(C)O.CC(C)O.CC(C)O.CC(C)O.CC(C)O

=====

Repeat the third record exactly.
Molecular formula: C24H64O8
Method: DFT, wB97M-V/def2-TZVPD

```
96
Properties=species:S:1:pos:R:3:lowdin_charge:R:1
H -2.33 1.78 0.68 0.12
H 2.52 2.96 -1.68 0.07
H 0.62 5.37 0.02 0.10
H 2.89 -2.29 4.44 0.15
H -0.63 -3.61 0.99 0.00
H 0.22 -1.53 2.54 0.07
O 0.70 0.50 1.34 -0.04
H 0.04 0.72 -1.42 0.09
H -1.53 -0.11 -1.06 0.09
H 1.36 4.38 -2.44 0.08
H -1.31 -0.23 -3.62 0.08
H -3.03 -0.71 -3.47 0.08
H -1.76 2.27 -0.82 0.00
H 2.32 -3.85 2.35 0.09
H -1.12 1.43 -0.25 0.01
C -1.96 2.56 -3.01 -0.05
H 3.40 3.63 -0.37 0.08
H -1.72 -4.96 0.71 0.10
H 1.61 -1.55 0.58 0.04
H -4.94 3.16 1.36 0.08
H 1.44 0.82 0.81 -0.28
H -4.34 1.82 -3.81 0.15
C -0.67 -2.15 2.67 -0.08
H 3.28 -3.12 1.06 0.11
C 1.05 -3.92 -1.17 -0.07
H -3.81 4.49 1.30 0.07
H 0.79 3.87 1.02 0.09
H -1.14 -2.43 1.73 0.07
H -1.62 -3.35 4.17 0.14
H 0.23 3.21 -3.07 0.09
O 0.35 2.24 -0.94 -0.17
O 0.27 -2.77 4.68 -0.05
H -5.29 4.36 0.13 0.08
H -2.65 0.87 -1.77 0.10
H 1.60 -1.07 2.30 0.09
H 2.78 -0.67 -0.44 0.07
C -2.33 2.66 0.02 -0.08
H -1.30 -1.33 3.01 0.11
C 3.71 -0.94 2.62 -0.01
H 1.19 2.08 -0.51 0.03
C -4.48 3.88 0.68 -0.04
C 0.10 3.60 -1.08 -0.54
C -2.34 0.10 -3.72 -0.01
H 1.64 -4.21 -2.04 0.10
C -0.73 0.50 -0.67 -0.08
H -3.53 3.82 -1.26 0.11
H -0.26 -5.38 3.61 0.09
H 3.97 1.45 0.49 0.14
C -0.98 -4.32 0.23 -0.10
H 1.48 -3.07 1.13 0.02
H -2.43 3.38 -2.47 0.07
H 2.17 2.42 1.18 0.16
H 1.79 -3.75 -0.38 0.06
H 3.54 -0.16 3.36 0.10
H 1.93 4.13 -0.17 0.03
O 2.03 1.59 0.71 0.04
C 3.14 1.52 -0.22 -0.36
H 0.60 -2.96 -1.42 0.05
H -4.38 1.68 -1.76 -0.16
H -0.97 2.61 -2.56 0.03
H -1.16 -4.71 2.26 0.05
C 2.42 -1.74 2.56 -0.40
H 0.78 -1.42 -1.02 0.08
H 4.03 0.07 -1.42 0.10
H 1.08 -2.53 4.23 -0.19
H 0.62 -4.43 2.47 0.05
H 4.02 -0.60 1.63 0.07
C 3.38 2.77 -1.04 -0.02
H -0.84 -4.69 -2.32 0.09
H -2.55 0.55 -4.69 0.07
O 2.10 -2.14 3.91 0.03
O -4.15 1.59 -2.89 0.02
H 4.27 2.63 -1.67 0.11
C -0.35 -4.51 2.96 -0.06
C -3.72 3.14 -0.43 -0.40
H -1.55 -3.64 -0.40 0.10
H -1.68 3.44 0.43 0.10
H -1.92 2.88 -4.05 0.11
C 3.04 0.22 -1.01 0.01
H 0.13 -2.53 0.26 0.02
H 2.36 0.41 -1.84 0.10
O -4.43 1.93 -0.83 -0.06
C 0.87 4.31 0.02 0.00
H -0.98 3.73 -1.07 0.09
H 4.53 -1.58 2.94 0.09
C -0.67 -3.21 3.68 -0.43
C 0.66 -1.60 0.05 -0.12
H 0.52 -5.70 -0.03 0.15
C 0.07 -4.94 -0.67 -0.47
H -0.97 -0.74 1.01 0.10
H -0.33 4.97 -2.61 0.12
C -0.09 -0.34 0.51 -0.36
O -0.64 -5.43 -1.74 -0.02
C 2.41 -2.98 1.69 -0.06
C -2.75 1.30 -2.77 -0.40
C 0.31 4.10 -2.44 -0.06
```

Calculated values
- Strongest force on any atom: 17.62 eV/A
- E: -42286.392 eV
- LUMO: 0.1 eV